[1]
Entry from the OMol25 dataset: C21H47CaNO2SSi2 as an isolated structure in a non-equilibrium geometry (ωB97M-V/def2-TZVPD).

The geometry in ORCA input format:
```
! RIJCOSX wB97M-V def2-TZVPD def2/J DEFGRID3
* xyz 0 1
O -0.592 -1.427 -1.626
O -2.435 -0.172 -5.526
C 0.390 -2.297 -2.303
C 0.793 -3.475 -1.444
H 1.245 -1.637 -2.482
H -0.037 -2.598 -3.275
H 1.137 -3.182 -0.440
H 1.639 -3.984 -1.912
H -0.033 -4.187 -1.360
C -1.660 -2.134 -0.885
C -2.596 -2.905 -1.789
H -2.183 -1.362 -0.293
H -1.185 -2.841 -0.187
H -3.002 -2.268 -2.584
H -3.425 -3.283 -1.181
H -2.094 -3.766 -2.261
C -3.584 0.698 -5.689
C -2.397 -1.294 -6.418
C -4.741 0.310 -4.788
H -3.932 0.654 -6.740
H -3.212 1.708 -5.453
H -5.155 -0.664 -5.064
H -5.561 1.018 -4.909
H -4.453 0.309 -3.733
C -3.684 -2.094 -6.469
H -1.560 -1.914 -6.063
H -2.152 -0.905 -7.425
H -4.010 -2.425 -5.478
H -3.536 -2.989 -7.074
H -4.473 -1.516 -6.954
H -0.936 0.233 -4.330
Ca -0.008 0.607 -0.579
C -0.455 1.223 -4.152
Si 0.379 1.773 -5.759
H -1.266 1.886 -3.813
H 0.269 1.139 -3.329
C 1.347 0.376 -6.593
C 1.596 3.208 -5.531
C -0.619 2.582 -7.171
C 2.334 -0.031 -0.690
Si 3.572 0.955 0.267
H 2.643 -0.133 -1.752
H 2.229 -1.065 -0.306
C 4.207 2.299 -0.897
C 5.109 -0.001 0.845
C 2.823 1.745 1.813
H 0.126 2.759 -7.972
H -1.021 3.565 -6.871
H -1.415 1.953 -7.592
H 2.225 0.109 -5.980
H 1.701 0.771 -7.567
H 0.729 -0.516 -6.780
H 2.232 3.102 -4.639
H 1.048 4.165 -5.498
H 2.239 3.211 -6.428
H 5.418 -0.746 0.093
H 4.947 -0.522 1.804
H 5.953 0.697 0.986
H 2.517 1.006 2.567
H 1.933 2.347 1.568
H 3.538 2.434 2.293
H 5.073 2.824 -0.466
H 3.421 3.037 -1.112
H 4.527 1.844 -1.847
S -0.684 2.276 1.552
C -0.384 0.837 2.412
C -0.355 0.803 3.824
C 0.196 -0.290 4.479
C 0.489 -1.436 3.719
C 0.215 -1.427 2.348
N -0.149 -0.298 1.687
H -0.768 1.676 4.329
H 0.374 -0.264 5.562
H 0.899 -2.335 4.175
H 0.284 -2.313 1.718
*
```

As for the maximum force: 1.3 eV/Å. The frontier orbital gap is 7.24 eV.

[2]
Entry from the OMol25 dataset: C21H47GdO2P3 as an isolated structure in a non-equilibrium geometry (ωB97M-V/def2-TZVPD).

The geometry in ORCA input format:
```
! RIJCOSX wB97M-V def2-TZVPD def2/J DEFGRID3
* xyz 3 8
Gd -1.673 0.844 -0.801
P -2.707 -1.679 0.110
P 2.510 -0.542 2.278
P 1.124 -2.848 -1.305
H -3.107 3.168 -1.844
C -2.752 2.193 -2.211
C -3.561 1.023 -2.000
H -4.517 1.109 -1.465
C -4.203 -1.729 1.177
C -1.615 -2.745 1.139
C -3.197 -2.895 -1.177
C 3.594 0.331 3.473
C 0.864 -0.360 3.057
C 2.999 -2.296 2.452
C 0.492 -2.750 -3.030
C 1.103 -4.664 -1.016
C 2.930 -2.698 -1.629
H -2.131 2.288 -3.119
H -3.563 0.189 -2.722
H -4.810 -0.835 0.984
H -3.904 -1.740 2.234
H -4.803 -2.624 0.959
H -1.763 -2.498 2.200
H -0.561 -2.578 0.873
H -1.846 -3.811 0.986
H -3.784 -2.388 -1.953
H -3.816 -3.681 -0.719
H -2.311 -3.352 -1.639
H 3.110 0.434 4.456
H 3.786 1.337 3.069
H 4.557 -0.188 3.584
H 0.952 -0.127 4.127
H 0.236 -1.247 2.896
H 0.363 0.483 2.554
H 4.083 -2.361 2.619
H 2.786 -2.788 1.490
H 2.457 -2.806 3.260
H 0.993 -3.481 -3.678
H 0.668 -1.739 -3.421
H -0.590 -2.935 -3.039
H 1.495 -5.210 -1.885
H 0.079 -4.999 -0.807
H 1.725 -4.884 -0.136
H 3.218 -3.228 -2.548
H 3.484 -3.083 -0.762
H 3.188 -1.639 -1.740
C 2.871 1.593 -1.016
C 3.439 2.694 -1.645
C 2.833 3.177 -2.795
C 1.692 2.547 -3.298
C 1.130 1.432 -2.653
C 1.752 0.895 -1.524
O 3.391 1.294 0.214
H 3.209 0.374 0.445
H 4.301 3.162 -1.165
H 3.266 4.061 -3.263
H 1.241 2.907 -4.223
H 0.256 0.935 -3.090
H 1.445 -0.046 -1.056
C 0.012 4.210 0.055
C -0.335 3.255 1.172
O -1.463 2.406 0.801
C -2.803 2.816 1.246
C -2.836 3.173 2.722
H 0.756 4.929 0.414
H 0.456 3.701 -0.809
H -0.877 4.759 -0.280
H 0.481 2.552 1.377
H -0.606 3.770 2.100
H -3.102 3.663 0.616
H -3.480 1.969 1.039
H -2.445 4.178 2.887
H -3.876 3.162 3.053
H -2.289 2.465 3.352
*
```

As for the maximum force: 5.0 eV/Å. The frontier orbital gap (spin up / spin down) is 6.23 / 4.28 eV. Its energy above the lowest of the compared OMol25 structures with the same formula, charge and spin is 2.4637 eV.

[3]
Entry from the OMol25 dataset: C21H48Br18O2Si2 as an isolated structure in a non-equilibrium geometry (ωB97M-V/def2-TZVPD).

The geometry in ORCA input format:
```
! RIJCOSX wB97M-V def2-TZVPD def2/J DEFGRID3
* xyz 0 1
O -3.842 -1.430 0.658
C -2.632 -0.801 1.130
C -1.869 -0.126 -0.014
C -0.615 -0.883 -0.518
Si 0.783 -1.092 0.729
O 1.865 0.184 0.791
Si 1.213 1.656 1.248
H -4.453 -1.324 1.392
H -2.061 -1.557 1.681
H -2.932 -0.007 1.834
H -1.661 0.920 0.233
H -2.572 -0.084 -0.859
H -0.911 -1.899 -0.826
H -0.225 -0.396 -1.421
H 1.561 -2.313 0.331
H 0.223 -1.445 2.061
H 2.271 2.658 1.459
H 0.409 2.147 0.105
H 0.381 1.510 2.440
Br 0.255 3.876 2.935
C -0.995 5.051 3.864
C -1.121 4.666 5.313
Br -2.226 3.077 5.531
H -1.935 5.004 3.324
H -0.576 6.052 3.769
H -1.630 5.448 5.872
H -0.164 4.452 5.781
Br -5.615 0.959 -0.058
C -5.764 1.924 1.627
C -5.337 3.357 1.453
Br -3.399 3.511 1.356
H -5.171 1.387 2.361
H -6.815 1.867 1.904
H -5.629 3.958 2.311
H -5.736 3.804 0.548
Br 3.684 2.938 7.820
C 4.696 2.989 6.157
C 4.269 4.146 5.290
Br 2.558 3.803 4.395
H 4.558 2.026 5.674
H 5.736 3.094 6.460
H 4.985 4.301 4.485
H 4.151 5.070 5.849
Br 2.272 -2.111 -1.292
C 2.924 -3.339 -2.760
C 3.196 -2.577 -4.035
Br 1.539 -2.131 -4.959
H 2.184 -4.113 -2.889
H 3.844 -3.776 -2.375
H 3.758 -3.186 -4.741
H 3.725 -1.643 -3.871
Br 7.882 -0.717 -5.488
C 6.860 -0.683 -7.143
C 5.477 -1.242 -6.948
Br 5.499 -3.185 -6.845
H 7.437 -1.229 -7.883
H 6.809 0.366 -7.427
H 4.846 -1.010 -7.803
H 4.998 -0.883 -6.042
Br -6.697 3.923 -4.652
C -6.194 4.115 -2.782
C -4.820 4.713 -2.632
Br -3.434 3.407 -3.007
H -6.275 3.129 -2.332
H -6.946 4.774 -2.352
H -4.651 5.021 -1.601
H -4.648 5.557 -3.293
Br 1.741 -4.439 -0.449
C 1.741 -6.307 0.229
C 1.578 -6.355 1.726
Br 3.230 -5.869 2.642
H 2.666 -6.762 -0.112
H 0.897 -6.797 -0.256
H 1.355 -7.365 2.065
H 0.809 -5.678 2.088
Br 6.409 -2.404 3.775
C 6.989 -3.679 2.425
C 7.272 -3.003 1.110
Br 5.626 -2.555 0.176
H 6.213 -4.436 2.352
H 7.896 -4.127 2.826
H 7.806 -3.677 0.443
H 7.836 -2.082 1.217
Br -6.199 -1.512 -2.999
C -7.973 -0.819 -3.387
C -9.015 -1.433 -2.490
Br -9.458 -3.245 -3.042
H -8.160 -1.001 -4.441
H -7.906 0.253 -3.213
H -9.949 -0.879 -2.556
H -8.699 -1.487 -1.453
*
```

As for the maximum force: 6.0 eV/Å. The frontier orbital gap is 8.26 eV.